# 1
DFT (wB97M-V/def2-TZVPD) results for a molecular structure, C30H48P2Rh at a distorted geometry.

The value obtained for the orbital gap (alpha / beta) is 6.028 / 3.520 eV. For the total energy, the calculation gives -53457.348 eV. The largest force on an atom comes out at 6.502 eV Å⁻¹. For the energy above the lowest of the compared OMol25 structures with the same formula, charge and spin, the calculation gives 388.5 kJ/mol.

The geometry in ORCA input format:
```
! RIJCOSX wB97M-V def2-TZVPD def2/J DEFGRID3
* xyz 1 5
Rh -0.77 -0.15 -4.00
C -0.61 -1.88 0.31
C 0.76 -2.12 0.00
C 0.66 -0.57 1.70
C -0.67 -0.88 1.31
C 1.54 -1.32 0.87
C -1.83 -2.57 -0.17
H -1.63 -3.24 -1.01
H -2.59 -1.83 -0.47
H -2.27 -3.17 0.63
C -1.91 -0.29 1.83
H -2.56 0.01 1.00
H -1.71 0.60 2.44
H -2.48 -1.00 2.45
C 1.07 0.28 2.83
H 1.58 -0.33 3.60
H 0.20 0.76 3.30
H 1.78 1.08 2.53
C 3.02 -1.32 0.98
H 3.33 -1.91 1.86
H 3.42 -0.30 1.10
H 3.48 -1.77 0.09
C 1.36 -3.05 -0.98
H 1.73 -3.97 -0.50
H 2.22 -2.57 -1.46
H 0.65 -3.34 -1.76
C -2.00 1.19 -5.64
C -1.96 -0.29 -5.50
C -1.13 -1.26 -6.29
C 0.45 -1.25 -6.09
C 0.90 -0.43 -4.92
C 0.61 0.99 -4.86
C 0.40 1.75 -6.16
C -1.03 1.76 -6.67
H -1.34 -1.12 -7.35
H 0.91 -0.87 -7.01
H -1.46 -2.26 -5.97
H -1.10 1.15 -7.58
H -3.05 1.46 -5.82
H -2.91 -0.69 -5.13
H -1.36 2.77 -6.93
H 0.71 2.80 -6.01
H 1.31 1.53 -4.20
H 1.08 1.35 -6.94
H 0.83 -2.27 -5.91
H 1.69 -0.74 -4.22
P -1.81 1.90 -3.78
P 1.22 1.84 -1.77
C -0.83 3.43 -3.42
C 0.55 3.36 -2.67
H -1.52 4.06 -2.83
H -0.73 3.95 -4.39
H 1.35 3.66 -3.37
H 0.50 4.10 -1.86
C 2.07 2.50 -0.29
H 2.20 1.63 0.37
H 1.47 3.26 0.21
H 3.05 2.89 -0.59
C 2.80 1.15 -2.49
H 3.24 1.76 -3.28
H 2.60 0.14 -2.87
H 3.54 1.04 -1.68
C -3.19 0.91 -3.10
H -3.24 -0.12 -3.49
H -4.13 1.43 -3.32
H -3.00 0.81 -2.04
C -1.21 -2.09 -3.28
H -0.64 -2.14 -2.35
H -0.87 -2.85 -4.00
H -2.29 -2.16 -3.09
C -2.19 4.21 0.98
C -1.09 3.36 1.16
C -0.90 2.24 0.30
C -1.71 2.16 -0.79
C -2.84 2.91 -0.96
C -3.10 3.96 -0.05
H -2.36 5.06 1.64
H -0.37 3.54 1.97
H -0.13 1.51 0.53
H -3.56 2.77 -1.76
H -4.01 4.54 -0.20
*
```

---

# 2
DFT (wB97M-V/def2-TZVPD) results for a molecular structure, C36H52N3OP2Re at a distorted geometry.

The value obtained for the orbital gap (alpha / beta) is 8.510 / 5.398 eV. For the total energy, the calculation gives -65376.998 eV. The largest force on an atom comes out at 7.166 eV Å⁻¹.

The geometry in ORCA input format:
```
! RIJCOSX wB97M-V def2-TZVPD def2/J DEFGRID3
* xyz 3 4
C 1.72 1.07 2.20
C 0.63 2.34 0.56
C 2.34 2.21 2.71
C 1.26 3.50 0.98
C 2.13 3.43 2.08
H 3.01 2.09 3.56
H 1.06 4.42 0.44
H 2.65 4.34 2.41
N 0.76 1.18 1.26
P 1.56 -1.58 1.35
P -1.80 1.23 -0.23
C 2.06 -0.32 2.64
H 3.14 -0.40 2.82
H 1.53 -0.55 3.58
C -0.19 2.18 -0.68
H -0.41 3.15 -1.14
C -2.69 1.25 -1.95
C -2.79 2.40 0.89
C 3.11 -1.59 0.23
C 1.62 -3.18 2.41
C -2.34 -0.03 -2.71
H -2.73 -0.92 -2.20
H -2.81 0.03 -3.70
H -1.26 -0.15 -2.86
C -4.22 1.28 -1.82
H -4.60 0.39 -1.30
H -4.61 2.18 -1.35
H -4.63 1.26 -2.84
C -2.22 2.44 -2.80
H -2.79 2.41 -3.74
H -2.41 3.42 -2.35
H -1.16 2.36 -3.07
C -4.01 1.62 1.41
H -3.69 0.73 1.98
H -4.58 2.27 2.10
H -4.70 1.30 0.62
C -1.99 2.81 2.14
H -1.66 1.95 2.72
H -1.13 3.44 1.88
H -2.66 3.41 2.78
C -3.16 3.69 0.14
H -2.36 4.02 -0.55
H -4.12 3.61 -0.41
H -3.29 4.50 0.87
C 1.85 -4.41 1.52
H 1.65 -5.31 2.13
H 1.18 -4.42 0.66
H 2.89 -4.48 1.15
C 0.25 -3.34 3.08
H 0.01 -2.52 3.77
H -0.55 -3.43 2.34
H 0.26 -4.27 3.67
C 2.68 -3.16 3.53
H 2.54 -4.08 4.13
H 3.71 -3.18 3.16
H 2.57 -2.31 4.21
C 3.51 -0.17 -0.18
H 4.44 -0.24 -0.76
H 2.76 0.28 -0.83
H 3.70 0.49 0.67
C 2.76 -2.35 -1.06
H 1.95 -1.83 -1.58
H 3.65 -2.34 -1.71
H 2.47 -3.39 -0.89
C 4.34 -2.20 0.95
H 4.57 -1.67 1.88
H 4.25 -3.27 1.14
H 5.21 -2.07 0.28
Re -0.42 -0.51 0.54
C -1.22 -0.57 2.29
O -1.69 -0.59 3.37
N 0.50 -0.06 -1.33
C 0.56 1.18 -1.65
C 1.34 1.72 -2.81
C 1.71 0.84 -3.83
C 1.72 3.07 -2.88
C 2.41 1.31 -4.95
H 1.44 -0.21 -3.74
C 2.45 3.53 -3.98
H 1.45 3.77 -2.08
C 2.79 2.66 -5.02
H 2.65 0.63 -5.76
H 2.76 4.58 -4.02
H 3.35 3.02 -5.88
C -3.71 -4.16 -0.13
C -4.13 -2.82 -0.11
C -3.18 -1.82 0.05
N -1.85 -2.08 0.08
C -1.43 -3.36 -0.04
C -2.34 -4.42 -0.05
H -4.44 -4.97 -0.21
H -5.18 -2.53 -0.17
H -3.48 -0.77 0.18
H -0.35 -3.52 -0.15
H -1.95 -5.44 0.00
*
```

---

# 3
DFT (wB97M-V/def2-TZVPD) results for 2 unconnected molecules or ions with the total composition C3H9N2O at a distorted geometry.

The value obtained for the orbital gap is 9.086 eV. For the total energy, the calculation gives -8273.550 eV. The largest force on an atom comes out at 4.926 eV Å⁻¹. For the energy above the lowest of the compared OMol25 structures with the same formula, charge and spin, the calculation gives 533.0 kJ/mol.

The geometry in ORCA input format:
```
! RIJCOSX wB97M-V def2-TZVPD def2/J DEFGRID3
* xyz 1 1
C -0.37 0.96 -0.24
C -1.63 -0.85 0.16
C 0.56 -0.27 -0.40
N 1.62 -0.39 0.59
N -1.39 0.48 0.57
O -0.30 -1.33 -0.19
H 0.17 1.86 0.14
H -0.71 1.20 -1.18
H -2.01 -1.59 0.91
H -2.21 -0.99 -0.76
H 1.41 -0.71 -2.04
H 2.04 0.54 0.49
H 1.04 -0.56 1.48
H 2.33 -1.18 0.55
H -2.14 1.05 0.82
*
```

---

# 4
DFT (wB97M-V/def2-TZVPD) results for 2 unconnected molecules or ions with the total composition C28H61NO6PS at a distorted geometry.

The value obtained for the orbital gap is 7.080 eV. For the total energy, the calculation gives -63910.494 eV. The largest force on an atom comes out at 10.037 eV Å⁻¹.

The geometry in ORCA input format:
```
! RIJCOSX wB97M-V def2-TZVPD def2/J DEFGRID3
* xyz 1 1
C 1.82 1.91 -3.34
C 0.89 2.95 -4.11
C -0.27 2.28 -4.99
C -1.00 1.04 -4.29
C -1.68 1.37 -2.88
C -1.35 0.15 -1.86
C -2.65 -0.22 -0.96
C -2.53 -1.77 -0.54
C -2.19 -1.98 1.04
C -0.62 -1.73 1.35
C -0.08 -2.64 2.55
C 1.29 -2.07 3.22
C 1.15 -0.57 3.74
C 2.29 -0.09 4.75
C 3.75 0.04 4.09
S 3.82 1.36 2.75
C 3.90 2.94 3.69
C 5.09 3.94 3.32
N 4.58 5.28 2.83
C 5.34 1.00 1.76
C 5.11 -0.11 0.59
C 5.43 -1.60 1.07
C 4.99 -2.60 -0.16
C 3.85 -3.65 0.29
C 2.53 -3.32 -0.54
O 2.75 -3.57 -1.96
C 1.74 -2.93 -2.74
C 0.67 -3.72 -3.63
O 1.69 -1.68 -2.79
H 2.71 2.52 -2.92
H 1.32 1.44 -2.43
H 2.28 1.12 -4.02
H 0.46 3.68 -3.35
H 1.55 3.55 -4.84
H -1.05 3.05 -5.32
H 0.23 1.89 -5.95
H -1.84 0.72 -5.01
H -0.27 0.17 -4.26
H -1.34 2.38 -2.44
H -2.80 1.44 -3.05
H -0.44 0.38 -1.21
H -1.12 -0.77 -2.51
H -3.59 -0.10 -1.59
H -2.69 0.45 -0.04
H -3.50 -2.28 -0.84
H -1.68 -2.31 -1.10
H -2.38 -3.09 1.25
H -2.87 -1.33 1.70
H -0.08 -2.07 0.39
H -0.40 -0.62 1.47
H 0.11 -3.68 2.11
H -0.92 -2.73 3.32
H 2.19 -2.20 2.51
H 1.49 -2.77 4.12
H 1.03 0.12 2.82
H 0.15 -0.52 4.30
H 1.93 0.89 5.23
H 2.37 -0.85 5.61
H 4.11 -0.97 3.72
H 4.45 0.42 4.92
H 2.90 3.50 3.54
H 3.95 2.73 4.82
H 5.63 4.18 4.30
H 5.88 3.54 2.61
H 4.05 5.17 1.96
H 5.44 5.78 2.55
H 5.69 1.94 1.20
H 6.24 0.68 2.41
H 4.06 -0.05 0.15
H 5.89 0.14 -0.22
H 6.54 -1.82 1.24
H 4.84 -1.96 1.97
H 5.90 -3.12 -0.61
H 4.55 -1.95 -1.01
H 3.58 -3.61 1.39
H 4.24 -4.72 0.10
H 2.18 -2.24 -0.36
H 1.64 -3.98 -0.20
H 0.60 -4.82 -3.32
H -0.39 -3.29 -3.52
H 0.93 -3.67 -4.74
C -7.39 3.68 0.48
O -7.37 2.73 -0.59
P -7.41 1.09 -0.06
O -6.37 0.70 -1.12
O -8.94 0.91 -0.64
C -9.32 1.51 -1.87
O -7.50 -0.48 0.61
C -7.35 -1.60 -0.25
H -7.36 4.69 0.05
H -8.30 3.57 1.07
H -6.51 3.54 1.12
H -8.48 1.54 -2.58
H -9.69 2.51 -1.69
H -10.12 0.91 -2.31
H -6.30 -1.75 -0.48
H -7.94 -1.48 -1.16
H -7.71 -2.48 0.29
*
```

---

# 5
DFT (wB97M-V/def2-TZVPD) results for a molecular structure, C4H20B3CsO2S at a distorted geometry.

The value obtained for the orbital gap (alpha / beta) is 7.305 / 3.458 eV. For the total energy, the calculation gives -21969.185 eV. The largest force on an atom comes out at 5.959 eV Å⁻¹.

The geometry in ORCA input format:
```
! RIJCOSX wB97M-V def2-TZVPD def2/J DEFGRID3
* xyz -1 2
Cs -9.05 -15.96 2.09
B -7.60 -12.81 1.81
H -8.61 -12.91 2.17
H -7.59 -11.92 1.20
H -6.94 -12.69 2.66
H -7.39 -13.67 1.19
B -6.12 -16.88 0.96
H -6.66 -17.82 1.02
H -5.63 -16.71 1.91
H -5.35 -17.01 0.22
H -6.79 -16.07 0.72
B -9.72 -15.30 -1.46
H -8.97 -15.23 -0.69
H -9.47 -14.66 -2.30
H -9.79 -16.31 -1.83
H -10.69 -14.98 -1.11
C -12.57 -18.51 6.62
C -11.29 -18.48 7.46
C -10.83 -16.98 7.43
S -11.22 -16.27 5.76
O -10.11 -16.31 4.80
O -11.97 -15.04 5.97
C -12.35 -17.73 5.29
H -13.29 -18.11 7.33
H -12.95 -19.50 6.37
H -10.61 -19.20 7.01
H -11.40 -18.74 8.51
H -9.77 -16.89 7.67
H -11.39 -16.46 8.21
H -11.73 -18.48 4.80
H -12.98 -17.36 4.49
*
```